14
Properties=species:S:1:pos:R:3:nbo_charge:R:1 method="wB97M-V/def2-TZVPD" homo_energy_ev=-9.03 gap_ev=8.19
N 1.95 0.37 -0.31 -0.300
H 1.00 2.01 -0.83 0.219
N 1.17 -3.07 -1.42 -0.182
C 1.46 -0.70 -0.59 0.334
C 1.14 1.46 0.04 -0.231
H -1.14 1.62 0.49 0.242
C 1.41 -1.98 -1.10 0.154
C -1.87 -0.93 0.09 0.168
H -0.14 0.74 1.78 0.230
H 1.63 2.23 0.65 0.222
F -2.11 -2.16 -0.39 -0.333
C -0.28 0.85 0.66 -0.495
C -0.63 -0.44 0.07 -0.162
I -3.59 -0.01 0.85 0.133



55
Properties=species:S:1:pos:R:3:nbo_charge:R:1 method="wB97M-V/def2-TZVPD" homo_energy_ev=-8.77 gap_ev=7.78 smiles="C#CP(I)CCCCS(=O)(=O)Cl.COC[C@@H](C)N.COC[C@@H](C)N"
H 1.70 3.22 0.91 0.222
H 5.10 7.22 0.13 0.191
S 0.82 -0.80 0.61 1.920
H -3.95 -3.64 2.35 0.348
H -1.61 -3.60 2.45 0.200
H -0.39 0.61 -3.13 0.224
H -0.37 -5.19 0.85 0.203
H 2.19 4.88 0.60 0.201
C -5.74 1.47 -1.26 -0.223
H -2.74 -7.03 0.37 0.166
H 1.17 1.45 -0.96 0.250
C -2.53 -7.47 1.35 -0.249
O 5.08 5.30 -0.57 -0.549
H -6.25 1.73 -0.25 0.275
H -1.46 -7.64 1.48 0.169
N 2.96 3.59 -1.56 -0.839
H -1.21 -6.03 3.06 0.164
Cl 2.62 -0.98 -0.47 -0.193
H -1.01 -3.70 0.17 0.236
N -3.44 -3.92 1.51 -0.826
H 5.62 3.37 -0.78 0.184
H 3.63 2.28 -0.08 0.194
O -3.07 -6.66 2.38 -0.551
H 3.06 4.58 -1.77 0.360
H -3.97 -4.72 1.16 0.353
C -2.20 -5.62 2.83 -0.074
H 3.55 3.14 -2.26 0.353
H -0.38 2.28 -0.34 0.230
H -1.51 0.07 0.18 0.290
C 3.54 3.36 -0.23 -0.084
C -1.96 2.25 -2.54 -0.736
H -3.04 -8.44 1.37 0.187
H 3.53 6.43 0.19 0.165
H -2.62 -5.29 3.78 0.182
C -4.81 1.42 -2.21 -0.391
H -1.92 3.30 -3.06 0.261
H 4.80 6.00 1.38 0.171
C -0.54 -0.02 -0.45 -0.598
H -0.67 -0.72 -1.35 0.259
C 4.60 6.27 0.34 -0.250
O 0.29 -2.15 1.07 -0.869
C 4.96 3.95 -0.13 -0.075
P -3.31 1.25 -3.40 0.630
C -1.29 -4.65 0.63 -0.618
C -2.11 -4.40 1.89 -0.086
H 5.37 3.85 0.89 0.167
H -2.28 2.47 -1.45 0.243
H 3.05 3.92 1.82 0.210
H 0.27 2.33 -3.01 0.240
C -0.49 1.58 -2.53 -0.427
H -1.84 -5.20 -0.13 0.194
O 1.06 0.17 1.76 -0.877
C 0.01 1.41 -0.98 -0.430
C 2.57 3.88 0.83 -0.617
I -2.85 -1.16 -3.45 -0.081



Number 1: M 250.014 g/mol, E_tot -20079.975 eV, lowest unoccupied orbital energy -0.8 eV. Number 2: M 516.810 g/mol, E_tot -66931.875 eV, lowest unoccupied orbital energy -1.0 eV.